62
Properties=species:S:1:pos:R:3:forces:R:3 method="wB97M-V/def2-TZVPD" e_tot_ha=-1398.1198 s2=0.76 gap_ha="0.380 / 0.254" spin_multiplicity=2 homo_energy_ha="-0.4838 / -0.4838" mol_weight_g_mol=355.38 total_charge=+1 e_above_lowest_kcal_mol=25.8
C 0.7582 2.0889 2.6941 1.6 1.0 -0.1
N 0.3093 1.3765 -0.1044 1.2 2.2 -0.1
C 1.2980 2.2889 0.1776 -1.9 -1.7 -1.6
C 1.5772 2.4726 1.5091 3.8 0.0 2.1
C 3.0247 2.8618 1.9738 -2.8 0.8 0.0
C 1.9904 2.8746 -1.0222 0.5 0.5 0.9
H 1.3469 1.2360 3.1147 -1.2 -0.2 -0.3
H -0.2891 2.0293 2.4265 -0.2 -0.5 0.7
H 1.0277 2.8518 3.4830 -1.0 -0.5 -0.7
H 0.1457 0.6810 0.5944 -1.0 -0.2 0.4
H -0.3988 1.7224 -0.7749 0.0 -0.9 -0.5
H 3.3594 2.0690 2.6136 0.0 -0.1 0.1
H 2.7834 3.6845 2.6756 0.9 0.1 -0.6
H 3.7347 3.0587 1.1884 0.1 0.3 0.0
H 1.8327 2.2033 -1.8574 0.4 0.0 -0.1
H 1.6374 3.8605 -1.2955 -0.5 0.3 0.0
H 3.0523 3.0715 -0.7577 -0.6 -0.6 -0.5
H 3.1139 -3.5121 2.7170 0.2 0.3 -0.1
H 3.4786 -3.2640 1.2018 -0.3 0.2 0.5
O 3.1239 -3.8997 1.8406 0.0 -0.5 -0.3
H 2.8199 -0.3085 0.4258 0.4 -0.1 0.3
H 1.9649 -1.3779 -0.1937 -0.5 -0.5 0.3
O 2.8625 -1.2056 0.0827 0.4 0.4 -0.6
H 0.5288 -3.0901 -2.4341 0.5 0.4 0.3
H 0.5428 -1.5172 -2.1943 0.4 -0.1 0.5
O 0.2859 -2.2234 -2.7831 -0.4 -0.4 -0.7
H 4.5743 -0.4886 2.9441 -0.1 -1.4 -1.0
H 4.1907 0.7777 2.8099 -0.3 0.3 -1.2
O 4.1195 -0.0060 2.2254 0.8 0.8 2.4
H -3.9755 -1.6682 1.3726 -0.1 -0.5 0.2
H -4.0435 -0.2661 1.8241 -0.4 0.2 0.3
O -4.1416 -1.1600 2.1813 0.1 0.3 -0.7
H -3.6022 0.1438 -1.8917 0.2 0.1 -0.1
H -2.6770 -0.3050 -0.7559 -0.1 -0.1 0.0
O -3.2331 0.4306 -1.0415 -0.4 -0.1 0.4
H -3.4709 -2.4784 -0.8360 0.7 -0.1 -0.8
H -1.8889 -2.5653 -0.4115 -0.3 0.0 -0.9
O -2.8091 -2.5347 -0.1548 -0.6 0.3 2.9
H -1.7725 0.3855 -3.9157 0.0 -0.2 -0.2
H -2.3025 -0.8724 -3.1806 -0.4 0.2 -0.6
O -2.5860 -0.0542 -3.6439 0.2 0.3 0.1
H -2.0173 -0.2344 3.0355 0.2 -0.1 -0.1
H -2.1517 -1.1051 1.8263 0.2 -0.2 0.2
O -1.4840 -0.5977 2.3126 -0.3 0.8 0.3
H -1.4935 3.0081 0.6596 -0.5 0.0 -0.7
H -3.0533 3.2212 0.7323 0.3 -0.1 -0.5
O -2.2252 3.2697 1.2130 0.1 0.1 1.3
H 0.2165 -2.7317 1.5934 0.1 -0.1 0.0
H 0.2003 -1.1594 1.7634 -0.5 -0.2 0.7
O 0.3802 -1.8831 1.1712 0.5 0.4 -1.3
H -2.4645 1.8478 -1.5855 0.2 -0.1 0.6
H -1.9186 2.9330 -2.4666 0.3 0.3 0.2
O -1.8593 2.6273 -1.5504 0.0 -0.2 -0.9
H -0.3645 -4.7069 0.1431 0.1 -0.4 0.4
H 0.7163 -5.0600 1.2447 -0.1 -0.1 -0.3
O 0.3986 -4.3842 0.6344 -0.1 0.1 -0.2
H 1.2515 1.0456 -4.8819 -0.1 0.6 -0.1
H -0.1922 1.6839 -5.1991 0.6 0.4 -0.1
O 0.3417 0.8887 -5.1418 -0.6 -0.9 0.2
H -2.9047 -3.1053 -2.9329 0.6 -0.2 -0.5
H -1.3582 -2.4939 -2.8092 -0.1 -0.6 -0.4
O -2.3111 -2.4352 -2.5889 -0.3 0.3 0.1